Entry 1:
Formula: C2H2Cl2O
Source: the OMol25 dataset
Level of theory: wB97M-V/def2-TZVPD

Bonds (Å) are listed after each position.
CARTESIAN COORDINATES (ANGSTROEM)
1 O -1.571 0.426 -1.085  C2 1.176
2 C -0.966 -0.159 -0.264  O1 1.176, C3 1.643, H6 1.020
3 C 0.531 0.334 0.200  C2 1.643, Cl4 1.825, Cl5 1.809, H7 1.045
4 Cl 1.416 -0.986 -0.696  C3 1.825
5 Cl 0.994 0.207 1.944  C3 1.809
6 H -1.141 -1.047 0.206  C2 1.020
7 H 0.738 1.225 -0.305  C3 1.045

Values from the calculation:
- M: 112.94 u
- ΔE to the lowest compared entry with this formula, charge and spin: 19.68 kcal/mol
- SMILES: O=CC(Cl)Cl
- E_LUMO: 0.4 eV



Entry 2:
Formula: C2H2Cl2O2
Source: the OMol25 dataset
Level of theory: wB97M-V/def2-TZVPD

Bonds (Å) are listed after each position.
CARTESIAN COORDINATES (ANGSTROEM)
1 C -0.506 1.672 -0.584  O4 1.129, Cl5 1.611, H7 1.219
2 C 0.436 -1.410 -0.373  O3 1.508, Cl6 1.915
3 O -0.596 -1.547 0.719  C2 1.508, H8 1.062
4 O -1.579 1.337 -0.484  C1 1.129
5 Cl 0.809 1.125 0.170  C1 1.611
6 Cl 2.110 -2.276 -0.033  C2 1.915
7 H -0.121 2.655 -1.194  C1 1.219
8 H -0.553 -1.556 1.779  O3 1.062

Values from the calculation:
- M: 128.94 u
- ΔE to the lowest compared entry with this formula, charge and spin: 134.59 kcal/mol
- E_LUMO: -0.8 eV



Entry 3:
Formula: C2H2Cl2O2
Source: the OMol25 dataset
Level of theory: wB97M-V/def2-TZVPD

Bonds (Å) are listed after each position.
CARTESIAN COORDINATES (ANGSTROEM)
1 Cl -2.226 -0.137 0.543  C2 1.802
2 C -0.552 0.459 0.246  Cl1 1.802, O3 1.392, C5 1.509, H7 1.040
3 O -0.379 1.096 -0.980  C2 1.392, O4 1.426
4 O 0.740 0.347 -1.448  O3 1.426, C5 1.748
5 C 0.532 -0.568 0.026  C2 1.509, O4 1.748, Cl6 1.681, H8 1.174
6 Cl 1.895 -0.589 1.010  C5 1.681
7 H -0.406 0.989 1.128  C2 1.040
8 H 0.396 -1.596 -0.524  C5 1.174

Values from the calculation:
- M: 128.94 u
- ΔE to the lowest compared entry with this formula, charge and spin: 129.31 kcal/mol
- SMILES: Cl[C@@H]1OO[C@H]1Cl
- E_LUMO: 0.3 eV



> What is the formula in the second record?

C2H2Cl2O2